Entry 1:
# C15H35KN3OSiTa

A molecular structure, C15H35KN3OSiTa at a distorted geometry (the ωB97M-V functional and the def2-TZVPD basis, OMol25).

```
57
Properties=species:S:1:pos:R:3:forces:R:3
N 2.150 -0.303 0.028 1.90 -0.84 0.76
C 3.264 -0.804 0.236 -0.46 0.43 -3.41
O 4.321 -1.253 -0.067 -1.61 0.63 1.82
K 2.877 -0.487 -2.652 0.20 -0.11 -0.39
Ta 0.195 0.082 -0.126 0.97 0.51 -1.27
N -0.245 -1.407 -1.432 -0.08 -0.16 0.07
N 0.022 1.703 -1.201 -0.75 -0.55 0.49
C -0.106 -2.885 -1.134 -0.31 -0.20 -0.70
C 0.640 3.057 -1.353 -0.05 0.49 0.08
C 1.063 -3.481 -1.943 0.20 -0.04 -0.21
C -1.398 -3.650 -1.497 -0.28 -0.09 -0.17
C 0.167 -3.033 0.342 -0.08 -0.07 0.51
C 0.320 3.681 -2.723 -0.20 -0.11 -0.22
C 0.085 3.967 -0.253 -0.17 0.18 0.25
C 2.147 2.920 -1.211 0.47 0.01 0.07
H 0.966 -3.306 -3.032 -0.01 -0.14 0.52
H 1.108 -4.574 -1.796 -0.08 0.48 -0.07
H 2.039 -3.095 -1.602 -0.22 -0.01 0.00
H -2.277 -3.196 -1.015 0.25 -0.08 -0.12
H -1.345 -4.696 -1.152 0.14 0.43 -0.02
H -1.589 -3.705 -2.584 0.18 0.14 0.50
H 1.075 -2.475 0.641 -0.39 -0.26 0.06
H 0.338 -4.094 0.595 -0.04 0.49 0.00
H -0.718 -2.701 0.921 0.42 -0.08 -0.15
H 0.629 3.022 -3.547 -0.10 0.11 0.15
H 0.868 4.627 -2.843 -0.12 -0.34 0.18
H -0.748 3.925 -2.843 0.40 -0.14 0.08
H -1.016 4.044 -0.302 0.52 0.05 0.01
H 0.500 4.980 -0.356 -0.17 -0.30 0.01
H 0.359 3.595 0.743 -0.04 0.09 -0.19
H 2.439 2.415 -0.273 -0.12 0.21 -0.35
H 2.600 3.926 -1.208 -0.13 -0.47 0.00
H 2.579 2.376 -2.077 -0.17 0.21 0.35
C -1.430 1.639 -1.622 0.71 0.27 -0.17
H -1.874 0.668 -1.341 -0.15 0.05 -0.05
H -2.018 2.430 -1.160 0.09 -0.07 0.20
H -1.511 1.757 -2.712 -0.04 -0.33 0.37
C -0.802 -1.177 -2.814 -0.04 0.35 0.47
H -1.888 -1.362 -2.826 0.39 -0.11 -0.05
H -0.659 -0.148 -3.145 0.10 -0.07 0.21
H -0.319 -1.795 -3.579 -0.12 -0.16 0.38
C -2.521 0.202 2.769 0.03 -0.01 -0.05
Si -0.754 -0.120 3.262 -0.57 0.28 2.34
C -0.357 0.866 4.823 -0.11 -0.10 -0.38
C -0.484 -1.903 3.765 0.13 -0.12 -0.37
C 0.359 0.562 1.963 0.43 -0.33 -1.40
H -3.188 -0.106 3.585 0.07 0.05 -0.30
H -2.791 -0.358 1.868 -0.23 -0.01 -0.02
H -2.678 1.271 2.585 -0.06 -0.15 0.01
H -1.012 0.561 5.642 0.02 0.02 -0.01
H 0.675 0.693 5.139 -0.04 0.03 0.00
H -0.492 1.937 4.660 0.02 0.03 0.07
H -0.749 -2.624 2.986 0.01 -0.07 0.25
H 0.560 -2.075 4.056 -0.15 0.01 -0.07
H -1.100 -2.112 4.654 0.11 0.12 -0.32
H 0.315 1.664 1.926 -0.35 -0.04 0.09
H 1.407 0.361 2.232 -0.34 -0.13 0.15
```
Positions in Å, forces in eV/Å.

Calculated values
Net charge = +2
ΔE to the lowest compared entry with this formula, charge and spin = 19.8 kcal per mole
Kohn-Sham gap = 7.0 eV

List of Löwdin charges in e, atom by atom:
1 N -0.146
2 C -0.376
3 O 0.154
4 K 0.869
5 Ta 1.756
6 N -0.251
7 N -0.241
8 C -0.644
9 C -0.640
10 C -0.035
11 C -0.033
12 C -0.070
13 C -0.031
14 C -0.027
15 C -0.052
16 H 0.085
17 H 0.114
18 H 0.066
19 H 0.099
20 H 0.107
21 H 0.095
22 H 0.067
23 H 0.124
24 H 0.077
25 H 0.093
26 H 0.109
27 H 0.096
28 H 0.091
29 H 0.110
30 H 0.077
31 H 0.078
32 H 0.113
33 H 0.066
34 C -0.114
35 H 0.066
36 H 0.095
37 H 0.099
38 C -0.115
39 H 0.103
40 H 0.051
41 H 0.088
42 C -0.186
43 Si 0.372
44 C -0.171
45 C -0.169
46 C -0.401
47 H 0.053
48 H 0.016
49 H 0.040
50 H 0.044
51 H 0.041
52 H 0.036
53 H 0.003
54 H 0.046
55 H 0.057
56 H 0.018
57 H 0.027


Entry 2:
# C15H35N11O20

11 unconnected molecules or ions with the total composition C15H35N11O20 at a distorted geometry (the ωB97M-V functional and the def2-TZVPD basis, OMol25).

```
81
Properties=species:S:1:pos:R:3:forces:R:3
C 2.849 -2.297 -2.394 -0.15 -0.14 -1.34
N 3.738 -1.230 -1.861 -0.99 0.45 2.41
O 4.618 -1.644 -1.105 -0.32 0.92 -1.24
O 3.390 -0.039 -1.969 0.91 -1.96 -0.31
H 1.905 -2.374 -1.856 0.27 0.51 0.36
H 3.352 -3.262 -2.331 0.11 0.33 -0.06
H 2.597 -2.003 -3.413 0.07 -0.20 -0.01
C -0.175 -5.420 -0.730 0.06 -0.45 -2.09
N -0.799 -5.581 0.555 -0.70 -0.80 1.54
O -0.069 -6.050 1.439 -1.05 0.77 -0.50
O -1.999 -5.338 0.658 1.47 -0.15 0.28
H -0.945 -5.484 -1.500 -0.12 0.62 0.21
H 0.431 -6.305 -0.923 0.45 0.35 0.41
H 0.375 -4.481 -0.789 -0.07 -0.17 0.18
C 4.934 -0.728 1.678 -0.17 -0.98 -0.94
N 4.668 0.716 1.473 2.66 0.92 -1.83
O 5.454 1.344 0.733 -0.52 -1.16 0.97
O 3.689 1.219 1.906 -1.87 0.30 1.24
H 5.690 -1.021 0.950 -0.03 0.22 0.31
H 4.001 -1.198 1.367 0.03 -0.12 0.20
H 5.188 -1.091 2.674 -0.11 0.88 0.14
C 3.555 3.321 -1.417 1.18 -1.07 0.74
N 2.143 3.520 -1.722 -1.13 -0.48 -1.15
O 1.872 3.956 -2.855 -0.19 -0.66 2.57
O 1.336 3.120 -0.851 0.85 1.27 -1.78
H 4.153 3.125 -2.308 -0.37 0.60 -0.10
H 3.627 2.406 -0.828 -0.16 0.12 0.10
H 3.952 4.113 -0.782 -0.23 0.19 -0.31
C 3.776 -6.060 1.495 0.26 -0.26 0.77
N 3.386 -5.145 0.443 -1.84 0.92 -3.05
O 3.262 -5.626 -0.710 0.44 0.84 2.11
O 3.118 -3.968 0.694 0.65 -1.44 0.14
H 4.605 -5.561 1.996 0.19 -0.49 -0.02
H 3.964 -7.024 1.023 0.35 0.30 0.24
H 2.971 -6.161 2.222 -0.18 0.22 -0.23
C -2.040 3.729 -2.027 0.23 -0.64 -1.01
N -1.356 3.554 -3.372 0.18 -0.85 -0.88
O -1.166 2.394 -3.810 -0.29 2.04 1.26
O -1.154 4.563 -4.008 0.20 -0.35 0.13
H -2.823 2.984 -2.165 -0.17 0.27 0.86
H -2.380 4.762 -1.964 -0.01 -0.27 -0.15
H -1.351 3.501 -1.213 -0.01 -0.23 -0.29
C -2.012 -0.696 -3.252 0.44 0.60 0.16
N -1.626 -2.083 -3.027 1.37 -3.30 2.80
O -0.688 -2.613 -3.628 -1.22 1.16 -0.26
O -2.126 -2.668 -2.027 0.22 1.42 -2.27
H -1.101 -0.136 -3.464 -0.12 -0.12 -0.24
H -2.365 -0.388 -2.268 -0.51 0.22 -0.48
H -2.705 -0.627 -4.091 -0.07 0.01 0.30
C -5.374 4.330 -0.379 0.65 1.48 1.08
N -4.932 3.160 0.444 -0.22 -0.31 1.35
O -3.982 2.465 0.117 -0.23 0.36 -0.79
O -5.489 3.029 1.522 0.01 0.08 -0.78
H -5.858 4.987 0.344 -0.93 -0.54 -0.21
H -5.947 4.157 -1.289 0.32 -0.45 0.30
H -4.489 4.956 -0.497 0.37 -0.57 -0.91
C -3.656 0.168 2.966 1.02 -0.47 -0.45
N -4.306 0.428 4.252 1.23 0.36 1.55
O -5.363 0.957 4.247 -2.73 0.87 -0.67
O -3.701 0.232 5.298 0.58 -0.77 -0.76
H -3.608 -0.906 2.790 0.04 0.04 0.25
H -2.649 0.558 3.115 0.01 -0.14 -0.30
H -4.159 0.645 2.125 -0.18 0.15 0.52
C -0.748 3.970 2.228 -0.96 -0.08 0.18
N -0.996 3.932 3.717 1.49 2.56 -0.73
O -1.335 2.914 4.204 -0.75 -2.17 0.69
O -0.818 4.979 4.323 -0.11 -0.15 -0.18
H 0.021 3.251 1.945 -0.04 0.16 0.23
H -0.561 4.996 1.912 0.21 -0.27 0.24
H -1.724 3.644 1.871 0.16 -0.12 -0.49
C -0.409 0.717 0.186 -0.16 -0.19 0.06
C 0.780 0.057 0.173 1.24 -1.03 0.01
C 0.812 -1.334 0.424 -1.49 1.09 0.17
N -0.314 -2.030 0.703 0.18 0.12 -0.65
C -1.511 -1.404 0.641 1.83 1.19 0.09
C -1.550 -0.013 0.413 -1.15 -0.34 -0.03
H -0.412 1.781 0.000 -0.24 0.00 0.01
H 1.654 0.656 -0.035 0.38 -0.36 0.02
H 1.748 -1.873 0.408 0.03 -0.21 0.18
H -2.388 -2.011 0.811 -0.06 0.01 -0.02
H -2.453 0.578 0.376 -0.51 -0.46 0.12
```
Positions in Å, forces in eV/Å.

Calculated values
ΔE to the lowest compared entry with this formula, charge and spin = 14.5 kcal per mole
Kohn-Sham gap = 9.0 eV
SMILES = C[N+](=O)[O-].C[N+](=O)[O-].C[N+](=O)[O-].C[N+](=O)[O-].C[N+](=O)[O-].C[N+](=O)[O-].C[N+](=O)[O-].C[N+](=O)[O-].C[N+](=O)[O-].C[N+](=O)[O-].c1ccncc1

List of Löwdin charges in e, atom by atom:
1 C 0.043
2 N -0.374
3 O 0.041
4 O 0.043
5 H 0.077
6 H 0.091
7 H 0.102
8 C 0.006
9 N -0.428
10 O 0.034
11 O 0.066
12 H 0.098
13 H 0.098
14 H 0.087
15 C 0.037
16 N -0.429
17 O 0.027
18 O 0.080
19 H 0.085
20 H 0.075
21 H 0.106
22 C 0.029
23 N -0.376
24 O 0.076
25 O 0.014
26 H 0.109
27 H 0.061
28 H 0.114
29 C 0.040
30 N -0.403
31 O 0.032
32 O 0.040
33 H 0.108
34 H 0.107
35 H 0.108
36 C 0.046
37 N -0.412
38 O 0.018
39 O 0.075
40 H 0.086
41 H 0.091
42 H 0.070
43 C 0.036
44 N -0.393
45 O 0.040
46 O 0.019
47 H 0.090
48 H 0.086
49 H 0.113
50 C 0.055
51 N -0.408
52 O 0.023
53 O 0.086
54 H 0.098
55 H 0.110
56 H 0.087
57 C 0.024
58 N -0.464
59 O 0.084
60 O 0.054
61 H 0.100
62 H 0.094
63 H 0.073
64 C 0.053
65 N -0.464
66 O 0.093
67 O 0.057
68 H 0.091
69 H 0.096
70 H 0.083
71 C -0.090
72 C -0.056
73 C -0.119
74 N 0.077
75 C -0.127
76 C -0.085
77 H 0.068
78 H 0.076
79 H 0.068
80 H 0.104
81 H 0.071


Entry 3:
# C15H35N5O5

5 unconnected molecules or ions with the total composition C15H35N5O5 at a distorted geometry (the ωB97M-V functional and the def2-TZVPD basis, OMol25).

```
60
Properties=species:S:1:pos:R:3:forces:R:3
C -0.550 -0.680 2.754 -2.70 -2.15 0.72
N -0.848 -1.036 1.343 -0.59 0.96 -1.35
C -0.193 -0.337 0.324 -1.96 -2.02 -1.49
C -0.668 -0.679 -1.209 -0.92 -3.43 5.67
O 0.735 0.437 0.503 -0.38 -0.23 0.08
H 0.498 -0.668 3.020 0.20 0.02 -0.35
H -1.054 -1.622 3.302 1.39 2.56 -0.67
H -1.052 0.273 3.090 0.54 -1.01 -0.35
H -1.833 -1.518 1.143 2.76 1.30 0.46
H -1.199 -1.660 -1.380 1.75 0.08 0.51
H 0.036 -0.425 -1.852 3.50 0.67 -2.80
H -1.502 -0.219 -1.491 -3.46 3.35 -0.64
C 3.398 0.728 2.512 3.38 3.47 -0.74
N 2.303 1.693 2.388 -0.89 -1.66 -1.93
C 1.849 2.586 3.294 0.61 0.53 2.47
C 0.415 2.909 3.058 -2.27 4.50 1.74
O 2.485 3.052 4.263 -0.83 -0.99 -2.03
H 2.926 -0.162 2.311 -0.22 -2.50 -0.37
H 3.884 0.823 3.465 -0.38 -0.35 0.89
H 4.410 0.929 1.830 -3.01 -0.41 0.95
H 1.569 1.250 1.710 1.28 1.36 1.59
H -0.313 3.324 3.908 2.39 -0.99 -1.14
H -0.181 2.265 2.569 -1.48 -3.77 -1.17
H 0.161 3.648 2.271 1.36 0.72 0.34
C -2.363 0.111 -5.284 -0.04 -2.12 -5.06
N -1.326 -0.971 -5.174 0.83 2.62 -4.39
C -1.641 -2.037 -4.494 -2.84 -2.14 4.67
C -0.950 -3.438 -4.553 -4.09 1.40 0.89
O -2.613 -1.915 -3.631 2.92 -0.71 -2.68
H -2.151 0.683 -6.200 1.13 0.40 0.54
H -2.378 0.702 -4.485 -0.33 2.24 3.28
H -3.376 -0.140 -5.711 0.68 -0.96 1.61
H -0.644 -0.918 -6.028 -1.63 -0.85 2.56
H -1.853 -4.095 -4.681 1.11 0.32 -0.37
H -0.586 -3.716 -3.608 0.34 0.10 1.60
H -0.178 -3.597 -5.189 1.93 -0.28 -2.51
C -3.793 -2.223 -0.338 -0.81 -1.40 -0.50
N -3.445 -2.527 1.109 0.10 -0.74 -1.94
C -2.728 -3.684 1.531 -0.84 3.53 1.67
C -2.539 -3.730 3.056 -0.37 -0.36 0.14
O -2.132 -4.347 0.762 0.75 -1.75 -1.38
H -3.286 -2.834 -1.194 -0.64 1.03 2.11
H -3.668 -1.177 -0.491 0.95 0.89 -0.22
H -4.900 -2.253 -0.510 0.73 -0.79 0.33
H -4.048 -2.020 1.731 -0.02 -0.26 0.51
H -2.465 -2.773 3.573 -0.04 0.28 -0.59
H -1.614 -4.267 3.281 -0.43 -0.23 -0.05
H -3.419 -4.156 3.549 0.24 -0.54 -0.17
C 3.839 4.847 1.133 -1.02 -1.12 1.60
N 3.572 3.567 0.539 -0.74 -1.98 -0.13
C 3.678 3.266 -0.847 -2.68 -3.46 6.03
C 3.426 1.777 -1.116 -0.76 0.24 3.72
O 3.766 4.110 -1.619 1.41 4.33 -4.81
H 4.701 5.280 0.737 2.24 0.23 0.11
H 3.709 4.696 2.239 1.16 0.25 -0.87
H 3.187 5.651 0.971 -2.03 0.85 -0.88
H 3.079 2.880 1.187 1.23 1.17 -1.54
H 4.426 1.345 -1.268 -0.67 -0.61 0.40
H 2.760 1.578 -1.888 -0.65 0.13 -2.14
H 2.677 1.415 -0.211 2.82 0.31 -1.95
```
Positions in Å, forces in eV/Å.

Calculated values
ΔE to the lowest compared entry with this formula, charge and spin = 143.4 kcal per mole
Kohn-Sham gap = 8.7 eV
SMILES = CNC(C)=O.CNC(C)=O.CNC(C)=O.CNC(C)=O.CNC(C)=O

List of Löwdin charges in e, atom by atom:
1 C -0.064
2 N 0.007
3 C -0.396
4 C 0.045
5 O 0.001
6 H 0.066
7 H 0.091
8 H 0.089
9 H 0.129
10 H 0.081
11 H 0.019
12 H 0.011
13 C -0.062
14 N -0.056
15 C -0.540
16 C -0.019
17 O 0.018
18 H 0.039
19 H 0.068
20 H 0.142
21 H 0.093
22 H 0.141
23 H -0.015
24 H 0.097
25 C -0.056
26 N 0.021
27 C -0.492
28 C 0.026
29 O -0.073
30 H 0.081
31 H 0.028
32 H 0.111
33 H 0.192
34 H 0.109
35 H 0.058
36 H 0.030
37 C -0.065
38 N -0.032
39 C -0.543
40 C -0.010
41 O 0.104
42 H 0.111
43 H 0.050
44 H 0.085
45 H 0.121
46 H 0.045
47 H 0.093
48 H 0.083
49 C -0.098
50 N -0.015
51 C -0.578
52 C 0.006
53 O 0.113
54 H 0.060
55 H 0.100
56 H 0.052
57 H 0.079
58 H 0.086
59 H 0.034
60 H 0.100


Entry 4:
# C15H36BFIN4O8

3 unconnected molecules or ions with the total composition C15H36BFIN4O8 at a distorted geometry (the ωB97M-V functional and the def2-TZVPD basis, OMol25).

```
66
Properties=species:S:1:pos:R:3:forces:R:3
O 3.760 2.484 -2.509 0.51 0.03 -0.04
C 2.609 2.648 -2.447 0.25 -0.48 0.11
F 1.979 3.541 -3.223 -0.33 0.22 -0.17
N 1.728 1.928 -1.587 -0.92 0.63 -0.19
C 1.074 2.640 -0.556 0.62 -0.57 0.37
O 1.270 2.467 0.592 -0.10 0.11 -0.10
N 0.052 3.722 -0.870 -0.30 0.08 -0.76
I 0.951 5.636 -0.872 0.06 -0.05 0.11
C -0.832 3.505 -2.064 -0.51 -0.10 0.41
B -1.629 2.127 -1.992 -0.15 0.00 -0.27
O -2.228 1.636 -3.103 -0.33 0.30 0.07
O -1.645 1.443 -0.829 0.90 -0.31 -0.05
H 1.102 1.327 -2.127 0.18 -0.25 -0.09
H -0.554 3.720 -0.048 0.09 -0.02 0.23
H -0.280 3.568 -2.986 0.48 0.08 -0.14
H -1.542 4.325 -2.073 -0.10 0.26 0.03
H -2.493 2.320 -3.728 0.15 -0.26 -0.32
H -1.809 0.500 -0.983 -0.43 0.02 0.37
C 1.120 2.075 3.721 -0.04 -0.01 0.24
O 0.264 2.613 4.708 0.06 -0.10 -0.10
C -1.074 2.810 4.280 -0.09 0.29 0.10
C -2.025 1.844 4.945 0.10 -0.22 0.03
N -1.814 0.486 4.463 0.01 0.05 0.04
C -2.536 -0.545 5.206 0.05 -0.04 -0.19
C -2.184 -0.753 6.673 -0.18 -0.07 0.11
O -0.889 -1.272 6.889 0.07 0.05 -0.04
C 0.155 -0.319 6.951 0.05 -0.13 0.03
H 2.135 2.108 4.112 -0.01 0.00 0.05
H 0.872 1.032 3.490 0.02 0.03 -0.11
H 1.077 2.662 2.804 0.00 0.00 0.07
H -1.150 2.731 3.188 0.02 -0.09 -0.01
H -1.356 3.829 4.563 0.00 0.00 -0.02
H -3.053 2.144 4.719 -0.02 -0.01 0.03
H -1.879 1.934 6.030 -0.06 0.10 0.00
H -0.825 0.277 4.503 0.02 -0.02 0.02
H -2.361 -1.492 4.691 -0.04 -0.03 0.01
H -3.608 -0.337 5.130 -0.01 0.04 0.03
H -2.873 -1.507 7.062 0.00 0.00 0.02
H -2.340 0.151 7.274 0.07 0.05 -0.06
H -0.187 0.630 7.371 -0.01 0.03 -0.03
H 0.603 -0.139 5.969 -0.02 0.10 0.01
H 0.932 -0.725 7.598 -0.02 -0.01 0.02
C 2.517 -5.048 -2.969 0.03 -0.02 -0.08
O 1.967 -4.791 -4.246 0.01 0.11 0.18
C 0.573 -5.046 -4.352 -0.02 -0.15 -0.23
C -0.196 -3.759 -4.540 0.05 0.13 0.09
N -0.170 -2.949 -3.327 0.09 0.08 -0.12
C -0.685 -1.601 -3.492 0.00 -0.09 0.20
C 0.049 -0.649 -4.427 -0.16 0.13 -0.09
O 1.344 -0.278 -3.977 -0.03 0.20 0.19
C 2.397 -1.173 -4.328 0.16 0.12 0.13
H 3.598 -4.955 -3.057 0.01 0.01 -0.03
H 2.165 -4.334 -2.214 -0.03 -0.06 0.03
H 2.282 -6.061 -2.632 -0.01 -0.01 0.04
H 0.207 -5.600 -3.483 0.00 0.06 0.07
H 0.421 -5.671 -5.235 0.01 -0.03 0.01
H -1.234 -3.994 -4.789 -0.02 0.02 0.00
H 0.249 -3.237 -5.398 -0.06 -0.07 -0.07
H 0.783 -2.896 -2.991 0.02 -0.05 0.04
H -0.690 -1.141 -2.493 -0.04 0.03 -0.03
H -1.728 -1.665 -3.816 0.00 0.02 -0.03
H -0.530 0.276 -4.461 0.00 0.04 -0.04
H 0.098 -1.021 -5.455 0.08 -0.12 0.04
H 2.201 -1.662 -5.283 -0.05 -0.03 0.00
H 2.556 -1.930 -3.558 -0.05 -0.07 -0.06
H 3.311 -0.588 -4.413 -0.02 0.04 -0.03
```
Positions in Å, forces in eV/Å.

Calculated values
Net charge = +1
Kohn-Sham gap = 4.5 eV

List of Löwdin charges in e, atom by atom:
1 O 0.255
2 C -0.508
3 F 0.088
4 N 0.203
5 C -0.473
6 O 0.206
7 N -0.372
8 I 1.141
9 C -0.095
10 B -0.691
11 O 0.203
12 O 0.214
13 H 0.141
14 H 0.121
15 H 0.107
16 H 0.121
17 H 0.130
18 H 0.135
19 C -0.112
20 O -0.183
21 C -0.224
22 C -0.217
23 N -0.053
24 C -0.199
25 C -0.228
26 O -0.174
27 C -0.099
28 H 0.096
29 H 0.084
30 H 0.049
31 H 0.111
32 H 0.122
33 H 0.124
34 H 0.111
35 H 0.067
36 H 0.119
37 H 0.118
38 H 0.124
39 H 0.113
40 H 0.090
41 H 0.071
42 H 0.090
43 C -0.111
44 O -0.193
45 C -0.214
46 C -0.207
47 N -0.044
48 C -0.203
49 C -0.215
50 O -0.208
51 C -0.068
52 H 0.090
53 H 0.078
54 H 0.091
55 H 0.126
56 H 0.126
57 H 0.127
58 H 0.109
59 H 0.072
60 H 0.107
61 H 0.127
62 H 0.102
63 H 0.120
64 H 0.095
65 H 0.078
66 H 0.091